(1)
ORCA calculation (ωB97M-V with the def2-TZVPD basis set) on 10 unconnected molecules or ions with the total composition C45H58IN3O19 in a non-equilibrium geometry.

XYZ file:
```
126
Properties=species:S:1:pos:R:3
N -0.04498 4.66648 -1.34069
C -1.07859 4.16920 -1.54854
O -2.17981 3.53709 -1.87334
C -1.88998 2.14531 -1.67321
C -2.30847 1.55849 -0.53479
C -1.98007 0.17293 -0.32983
C -1.25780 -0.48428 -1.26944
C -0.83304 0.13292 -2.48446
N -0.14447 -0.63404 -3.37898
C 0.20246 0.05471 -4.42017
I 1.28088 -0.97795 -5.95526
C -0.07605 1.44565 -4.63254
N -0.75722 2.17602 -3.79135
C -1.14747 1.48143 -2.68661
H -2.87924 2.14943 0.18099
H -2.30560 -0.28178 0.60067
H -1.00671 -1.52801 -1.07139
H 0.28914 1.93053 -5.54075
O 3.15374 -6.05087 -1.68238
C 2.85768 -4.89176 -1.75718
C 3.43533 -3.75797 -0.94252
C 2.41929 -2.64710 -1.17585
C 1.88957 -2.97969 -2.55784
O 1.94919 -4.41742 -2.64392
H 4.42128 -3.50335 -1.33658
H 3.50331 -4.02921 0.10729
H 2.83903 -1.64551 -1.10568
H 1.61606 -2.72466 -0.44213
H 2.50552 -2.55425 -3.35508
H 0.86615 -2.65004 -2.69470
O 2.21403 -1.46537 1.75544
C 2.51279 -2.24927 2.61161
C 2.50309 -2.00769 4.10583
C 3.32541 -3.17252 4.62693
C 3.06356 -4.24676 3.58814
O 2.87656 -3.52834 2.35042
H 1.47308 -2.04598 4.46463
H 2.95852 -1.05050 4.34858
H 3.06156 -3.47976 5.63645
H 4.38450 -2.90309 4.62305
H 2.15747 -4.81898 3.79725
H 3.89804 -4.93750 3.48695
O 6.40444 4.56297 -0.93246
C 5.25246 4.78799 -0.69104
C 4.55641 6.12887 -0.80039
C 3.27522 5.89072 -0.01112
C 3.05141 4.40331 -0.20685
O 4.37137 3.83330 -0.31291
H 4.35593 6.33798 -1.85232
H 5.16326 6.91872 -0.36578
H 2.43337 6.49751 -0.33950
H 3.45126 6.10406 1.04573
H 2.50322 4.18418 -1.12317
H 2.52704 3.95148 0.63271
O -4.62160 -0.89495 0.01728
C -5.44584 -0.12535 -0.38602
C -6.72457 0.28268 0.31468
C -7.51551 0.93590 -0.81267
C -6.41210 1.47153 -1.70527
O -5.32016 0.54610 -1.55582
H -6.48192 0.99258 1.10749
H -7.23714 -0.58385 0.72386
H -8.20908 1.70542 -0.47966
H -8.08881 0.17559 -1.34721
H -6.07235 2.46281 -1.39566
H -6.71401 1.51224 -2.75088
O -8.17470 4.31375 -1.45121
C -7.90509 4.54015 -2.59514
C -6.71548 5.33727 -3.08868
C -7.09862 5.62372 -4.53514
C -7.96882 4.42696 -4.87760
O -8.61918 4.06818 -3.64520
H -5.81960 4.71676 -3.01884
H -6.59292 6.25033 -2.51240
H -6.24701 5.74164 -5.20310
H -7.69165 6.53892 -4.58288
H -7.38292 3.57164 -5.22283
H -8.72017 4.66363 -5.62794
O -0.76734 -5.88905 2.83930
C -0.36272 -6.51434 1.89969
C -1.19325 -7.07653 0.76483
C -0.23343 -8.07106 0.12093
C 1.11632 -7.44808 0.42537
O 0.94617 -6.77767 1.69266
H -1.45691 -6.26543 0.08371
H -2.08836 -7.56342 1.14218
H -0.40587 -8.22696 -0.94246
H -0.31898 -9.03911 0.61953
H 1.40979 -6.71209 -0.32011
H 1.90557 -8.19166 0.51265
O -3.83277 -7.67779 -1.52024
C -3.89996 -6.64504 -2.11821
C -4.96267 -5.57751 -1.95940
C -4.75906 -4.73195 -3.21049
C -3.27697 -4.92058 -3.48587
O -2.97453 -6.24922 -3.02800
H -4.76223 -5.01240 -1.04737
H -5.95483 -6.01941 -1.92288
H -5.04459 -3.68783 -3.09002
H -5.34478 -5.14752 -4.03309
H -2.65718 -4.21231 -2.93053
H -3.03970 -4.83950 -4.54471
O 2.70710 -3.99971 8.17553
C 2.08759 -2.98799 8.31525
C 1.91645 -2.20529 9.59927
C 0.74987 -1.28596 9.26299
C 0.90185 -1.11253 7.76168
O 1.45984 -2.35223 7.29095
H 2.83283 -1.64692 9.79710
H 1.68752 -2.86720 10.43000
H 0.75875 -0.34324 9.80781
H -0.19163 -1.79236 9.48393
H 1.58867 -0.30249 7.50413
H -0.05262 -0.93539 7.26983
O 7.41381 10.21732 -0.93074
C 8.05370 9.23153 -0.71021
C 9.46779 9.17772 -0.16826
C 9.87535 7.74145 -0.47345
C 8.54304 7.01353 -0.42749
O 7.57257 7.97551 -0.88138
H 9.44245 9.37640 0.90444
H 10.10519 9.89851 -0.67360
H 10.61171 7.33442 0.21792
H 10.29348 7.68537 -1.48052
H 8.27478 6.70113 0.58430
H 8.52430 6.14363 -1.07802
```

Its spin multiplicity is 1. As for the total energy: -99080.1429 eV. As for the SMILES: N#COc1cccc2nc(I)cnc12.O=C1CCCO1.O=C1CCCO1.O=C1CCCO1.O=C1CCCO1.O=C1CCCO1.O=C1CCCO1.O=C1CCCO1.O=C1CCCO1.O=C1CCCO1. The gap between HOMO and LUMO comes out at 8.67 eV.

---

(2)
ORCA calculation (ωB97M-V with the def2-TZVPD basis set) on 2 unconnected molecules or ions with the total composition C11H15N in a non-equilibrium geometry.

XYZ file:
```
27
Properties=species:S:1:pos:R:3
C 2.09071 2.78726 -3.23132
C 2.98808 2.75393 -1.95833
H 2.68810 2.24491 -4.04240
H 1.04609 2.37987 -3.01176
H 1.91260 3.81135 -3.43438
H 3.56112 1.87858 -1.89776
H 2.31043 2.73434 -1.13070
H 3.47316 3.74027 -1.89969
C -2.54512 -2.46491 1.96702
C 0.24971 -0.77330 0.14018
C -0.95697 -0.69375 0.85888
C -1.39460 -2.01687 1.11714
C -0.39244 -2.83400 0.70197
C 0.17317 1.66138 -0.03528
C 0.81396 0.45968 -0.37560
C -1.07310 1.69582 0.78297
C -1.59052 0.48945 1.12254
N 0.58880 -2.14334 0.08463
H 0.61373 2.54102 -0.34018
H 1.62861 0.50798 -1.08691
H -1.57683 2.52399 0.96002
H -2.48228 0.52493 1.83075
H 1.40850 -2.59550 -0.39146
H -0.30048 -3.87083 0.78497
H -2.55910 -3.60762 1.99350
H -3.63543 -2.27906 1.57108
H -2.38711 -1.91904 2.96151
```

As for the expectation value of S²: 0.773. Its spin multiplicity is 2. Its charge is +1. As for the total energy: -13131.4765 eV. The gap between HOMO and LUMO (alpha / beta) comes out at 9.81 / 6.08 eV.

---

(3)
ORCA calculation (ωB97M-V with the def2-TZVPD basis set) on C5H9NO in the gas phase in a non-equilibrium geometry.

XYZ file:
```
16
Properties=species:S:1:pos:R:3
C -1.15362 -0.01846 1.26460
C -1.01568 0.04928 -0.25624
N -1.20860 1.37563 -0.76359
C 0.10074 0.73194 -1.04860
C 1.28358 0.33090 -0.21308
C 1.53812 -1.18168 0.15223
O 0.94698 -2.19794 -0.12295
H -0.73826 0.86032 1.77128
H -2.23590 -0.00199 1.46509
H -0.75932 -0.92791 1.72948
H -1.30000 -0.83554 -0.78483
H -1.71251 1.20697 -1.63439
H 0.21876 0.50675 -2.12181
H 1.39612 0.86447 0.72768
H 2.12434 0.49002 -0.86352
H 2.51524 -1.25275 0.69866
```

Its spin multiplicity is 1. As for the total energy: -8865.3437 eV. As for the SMILES: C[C@H]1N[C@H]1CC=O. The gap between HOMO and LUMO comes out at 9.69 eV.

---

(4)
ORCA calculation (ωB97M-V with the def2-TZVPD basis set) on CH4N2OS in the gas phase in a non-equilibrium geometry.

XYZ file:
```
9
Properties=species:S:1:pos:R:3
C 1.11205 -1.15823 -0.00511
N -0.92153 1.20626 0.52429
N -0.05423 0.85565 -0.58052
O -0.12752 -0.49941 -0.82345
S 1.07047 -2.73320 -0.07446
H 1.53019 -0.38084 0.65409
H -1.87624 0.66879 0.35734
H -0.50994 0.60380 1.31063
H -0.22325 1.43718 -1.36281
```

As for the expectation value of S²: 2.007. Its spin multiplicity is 3. As for the total energy: -16957.9607 eV. The gap between HOMO and LUMO (alpha / beta) comes out at 8.08 / 6.23 eV.

---

(5)
ORCA calculation (ωB97M-V with the def2-TZVPD basis set) on a molecular structure, C6H21BeBrN10O8 in a non-equilibrium geometry.

XYZ file:
```
47
Properties=species:S:1:pos:R:3
Be 0.26154 0.46982 0.11528
Br -1.13500 2.41451 1.79646
O 1.45622 -2.53177 -2.66564
C 1.01458 -1.54995 -1.91363
O -0.04693 -1.79788 -1.21746
O 1.55629 -0.45044 -1.83879
H 0.86148 -3.20861 -2.33430
C 2.11402 -2.31079 1.55079
O 1.67746 -1.20675 1.28196
N 1.92084 -3.41594 0.86047
N 2.77357 -2.63749 2.65963
H 1.20691 -3.40290 0.14617
H 2.34390 -4.28914 1.14087
H 3.06425 -1.82722 3.18790
H 3.10328 -3.58348 2.78804
C -2.06528 -1.56869 1.92513
O -1.00051 -0.99191 1.87992
N -2.46666 -2.27337 0.93762
N -2.88593 -1.55289 2.95337
H -3.46036 -2.44462 0.87977
H -1.92833 -2.22404 0.08447
H -2.84057 -0.97596 3.78114
H -3.64355 -2.21001 3.07297
C 3.34895 1.61559 1.16887
O 2.34219 1.79896 0.51630
N 3.23403 1.45915 2.42589
N 4.56879 1.65691 0.72371
H 2.34522 1.51245 2.90263
H 4.02053 1.19613 3.00239
H 4.78574 1.88960 -0.23488
H 5.38596 1.72416 1.31347
C -0.11477 3.08083 -2.52800
O 0.23998 2.43452 -1.53748
N 0.30196 4.26512 -2.91829
N -0.87874 2.60587 -3.38361
H 0.04432 4.55096 -3.85211
H 1.13427 4.57832 -2.43948
H -1.26496 1.68678 -3.22174
H -1.32439 3.08078 -4.15559
C -3.16366 0.69937 -1.18212
O -1.96128 0.52546 -1.23932
N -4.01503 0.23026 -2.13293
N -3.88868 1.02470 -0.10624
H -4.99264 0.27500 -1.88322
H -3.70869 -0.30590 -2.93218
H -3.54678 1.44642 0.74544
H -4.77356 0.53809 -0.12369
```

As for the expectation value of S²: 0.753. Its spin multiplicity is 2. Its charge is +1. As for the total energy: -108283.7657 eV. The gap between HOMO and LUMO (alpha / beta) comes out at 7.93 / 4.14 eV.

---

(6)
ORCA calculation (ωB97M-V with the def2-TZVPD basis set) on 2 unconnected molecules or ions with the total composition CH5FO in a non-equilibrium geometry.

XYZ file:
```
8
Properties=species:S:1:pos:R:3
C 0.40357 -0.76496 0.56507
F 1.07108 -1.85674 0.85052
H 0.38604 -0.03016 1.38749
H -0.63408 -1.05882 0.33368
H 0.84035 -0.28462 -0.32662
O -0.83429 1.50878 -1.26608
H -1.26548 1.43043 -0.38507
H 0.03281 1.05610 -1.15899
```

Its spin multiplicity is 1. As for the total energy: -5882.3660 eV. As for the SMILES: CF.O. The gap between HOMO and LUMO comes out at 12.48 eV.

---

(7)
ORCA calculation (ωB97M-V with the def2-TZVPD basis set) on a molecular structure, C11H30IOP2SiV in a non-equilibrium geometry.

XYZ file:
```
47
Properties=species:S:1:pos:R:3
C 5.13314 1.35890 -2.17271
I 3.16221 0.83104 -1.26486
H 4.94307 1.76349 -3.16768
H 5.74072 0.44429 -2.20718
H 5.59405 2.10298 -1.51929
V 0.38128 0.11741 -0.05628
P 0.07881 -1.57374 -1.52600
C 1.13029 -2.96207 -0.90031
C -1.45262 -2.41768 -2.07284
H -1.12724 -3.22108 -2.74606
H 0.94950 -2.28542 -3.63907
H -2.06446 -1.69413 -2.61952
H 0.39282 -0.56239 -3.69463
H 0.76716 -3.35196 0.06166
H -2.03399 -2.81932 -1.23971
C 0.93894 -1.31747 -3.13149
H 1.09573 -3.74119 -1.67854
H 1.96223 -0.98430 -2.93693
H 2.16254 -2.59417 -0.78801
P -0.29610 2.15826 0.59289
C 0.57002 2.48865 2.19491
C 0.43662 3.54214 -0.38115
H -2.52385 2.82530 -0.05062
H -1.83040 3.83935 1.25895
H -2.54332 2.22286 1.62274
C -1.97838 2.81308 0.89735
H -0.02883 3.55526 -1.35902
H 0.23046 4.44826 0.18190
H 0.34567 3.53736 2.43778
H 1.64974 2.36267 2.03195
H 1.50687 3.37766 -0.46263
H 0.23101 1.81665 2.99232
C 1.40616 -0.57140 1.31783
O 2.30820 -0.87090 2.03164
C -3.23499 -0.55207 0.48316
Si -1.45313 -0.78683 1.20703
C -1.58626 -0.07400 2.97831
C -1.33158 -2.67429 1.50072
H -3.50415 0.49622 0.35504
H -3.95118 -1.01256 1.17176
H -3.35832 -1.00695 -0.49917
H -2.36669 -0.63194 3.50387
H -0.65947 -0.17769 3.53761
H -1.84087 0.97886 3.01388
H -2.14027 -2.95953 2.18190
H -1.42316 -3.27137 0.60129
H -0.38798 -2.96626 1.95719
```

As for the expectation value of S²: 2.029. Its spin multiplicity is 3. Its charge is +2. As for the total energy: -74167.5645 eV. The gap between HOMO and LUMO (alpha / beta) comes out at 7.24 / 7.17 eV.